[1]
C13H29BNO4Zr | ωB97M-V/def2-TZVPD

As for the LUMO energy: -12.00 eV. The calculation puts the HOMO energy at -17.51 eV. As for the HOMO-LUMO gap: 5.51 eV. The total energy is -25551.430 eV.

Geometry as ORCA input:
```
! wB97M-V def2-TZVPD RIJCOSX def2/J DEFGRID3
* xyz 3 1
C 3.73156 0.91367 3.04689
O 4.61537 0.12605 2.25164
C 4.23984 -0.05862 0.95727
C 4.41228 1.10301 -0.00602
C 3.74279 0.70697 -1.30015
C 2.23178 0.41002 -1.22053
C 1.80587 -1.00297 -1.65479
C 1.40147 -1.97010 -0.54556
C 0.26077 -1.52228 0.37240
C -1.08362 -2.02767 -0.16598
C -2.32091 -1.60949 0.63967
O -3.41545 -1.42882 -0.27804
B -3.45021 -0.09946 -0.58963
C -5.10185 0.66443 -0.51432
C -5.31297 1.79403 -1.41302
N -4.61818 2.99665 -1.06541
O -2.62302 0.63836 0.25917
C -2.33213 -0.26978 1.34120
O -3.41150 -0.28954 2.21266
H 3.00204 0.28146 3.54207
H 3.21437 1.67163 2.46580
H 4.33063 1.40770 3.79600
H 4.95000 -0.86019 0.57622
H 3.23211 -0.49622 0.88638
H 5.47556 1.21925 -0.17884
H 4.04304 2.06221 0.33710
H 4.36155 -0.16643 -1.64885
H 3.91057 1.47450 -2.04337
H 1.88366 0.63225 -0.22164
H 1.75389 1.11471 -1.88673
H 2.68466 -1.43937 -2.18481
H 1.04681 -0.94967 -2.42235
H 1.09143 -2.89638 -1.01817
H 2.27600 -2.22946 0.09491
H 0.24830 -0.45283 0.54260
H 0.42192 -1.98724 1.33969
H -1.20386 -1.76877 -1.21227
H -1.04503 -3.10961 -0.12165
H -2.57805 -2.40434 1.32795
H -3.27033 0.06324 -1.79977
H -5.17070 0.93574 0.53277
H -5.75068 -0.18203 -0.71611
H -5.06164 1.54591 -2.43666
H -6.41295 1.94635 -1.37778
H -4.89798 3.78345 -1.63549
H -4.74395 3.24417 -0.09230
H -1.44160 0.00847 1.89044
H -3.55691 0.58960 2.56963
Zr 4.43528 -2.11257 -1.23215
*
```

***

[2]
C13H29ClMgN3O5 | ωB97M-V/def2-TZVPD

As for the LUMO energy: -6.11 eV. The calculation puts the HOMO energy at -11.02 eV. As for the HOMO-LUMO gap: 4.91 eV. The total energy is -46622.175 eV.

Geometry as ORCA input:
```
! wB97M-V def2-TZVPD RIJCOSX def2/J DEFGRID3
* xyz 1 1
Mg -0.52025 3.86899 -0.32859
Cl -0.00184 1.61494 -0.11316
C -0.05760 -1.22492 2.55589
O -0.97865 -1.77866 3.10478
N 1.25075 -1.57989 2.60835
C 1.66541 -2.88473 3.10540
C 2.26900 -0.85425 1.88570
H -0.20559 -0.33171 1.92169
H 0.97565 -3.21566 3.87890
H 2.59925 -2.72702 3.65332
H 1.80253 -3.60955 2.30708
H 3.08209 -0.63453 2.58866
H 2.75269 -1.45991 1.11227
H 1.94422 0.08706 1.44986
C 3.59899 1.23098 -2.51844
O 4.64515 1.83156 -2.63998
N 2.78142 0.84633 -3.51561
C 1.54619 0.13013 -3.21703
C 3.15665 1.09258 -4.89151
H 3.20649 0.96639 -1.52330
H 0.72574 0.65879 -3.70765
H 1.39082 0.18630 -2.14255
H 1.57984 -0.89699 -3.57366
H 2.29088 1.35198 -5.50359
H 3.84494 1.93569 -4.85821
H 3.62558 0.24851 -5.39977
C -1.63181 4.41647 2.63204
O -1.09929 4.10860 1.53730
N -2.19785 3.52526 3.41260
C -2.56217 3.85652 4.77160
C -2.07877 2.07545 3.15214
H -1.71179 5.44118 2.99992
H -1.89919 3.47001 5.55016
H -3.52073 3.40013 5.03268
H -2.65548 4.93473 4.89787
H -1.15505 1.71940 3.60959
H -2.91690 1.54301 3.58645
H -1.99477 1.93597 2.07856
O -0.48840 -2.26592 -3.82116
C -1.19643 -3.03800 -3.23442
O -1.84680 -2.71695 -2.11056
C -1.68695 -1.40667 -1.63143
C -2.24789 -1.36867 -0.22368
C -1.45155 -4.44532 -3.69671
H -2.18150 -0.67292 -2.28195
H -0.67135 -0.99084 -1.61328
H -1.69418 -2.02928 0.44182
H -3.29308 -1.67396 -0.29444
H -2.18290 -0.39692 0.26655
H -0.75829 -4.66661 -4.49479
H -2.51115 -4.48466 -3.95615
H -1.33611 -5.12241 -2.84956
*
```

***

[3]
C13H29FN4O9S | ωB97M-V/def2-TZVPD

As for the LUMO energy: -0.13 eV. The SMILES is CO[C@@H](COCON=O)S(=O)(=O)F.CN(C)C=O.CN(C)C=O.CN(C)C=O. The calculation puts the HOMO energy at -8.80 eV. As for the HOMO-LUMO gap: 8.66 eV. The total energy is -51887.435 eV.

Geometry as ORCA input:
```
! wB97M-V def2-TZVPD RIJCOSX def2/J DEFGRID3
* xyz 0 1
C 3.82467 1.86453 2.30688
O 4.50771 0.71717 1.80859
C 4.08571 -0.45735 2.41246
C 2.61118 -0.80989 2.17507
O 1.81233 -0.20392 3.17624
C 0.52204 -0.68391 3.18027
O -0.16000 -0.26723 1.98051
N -1.53337 -0.45002 2.15926
O -2.11972 0.14293 1.33376
S 5.16509 -1.75809 1.72857
O 4.72785 -3.05099 2.16092
O 6.51926 -1.38839 2.01303
F 4.97389 -1.58350 0.17351
H 3.74916 1.85981 3.39738
H 4.36451 2.74776 1.97236
H 2.82715 1.90556 1.85803
H 4.26321 -0.47327 3.49716
H 2.53159 -1.90544 2.24474
H 2.28597 -0.53743 1.16634
H 0.01499 -0.23254 4.03370
H 0.47836 -1.77464 3.28194
C -2.72647 0.84946 -1.80624
N -1.62809 1.08834 -2.72332
C -1.89715 1.21336 -4.14607
C -0.35930 1.19760 -2.29198
O 0.60452 1.39672 -3.01288
H -3.22640 -0.08601 -2.06563
H -3.44494 1.66974 -1.87012
H -2.35367 0.78181 -0.78895
H -1.35186 0.44637 -4.69766
H -1.56637 2.18974 -4.50256
H -2.96253 1.10144 -4.32875
H -0.26255 1.08716 -1.19964
C -6.22606 1.39956 4.20677
N -5.38003 0.24531 4.43550
C -5.82189 -0.78869 5.35601
C -4.19034 0.09538 3.82052
O -3.44476 -0.85210 3.97590
H -6.39112 1.93279 5.14522
H -7.19043 1.08147 3.80547
H -5.75526 2.07562 3.49608
H -5.10024 -0.89747 6.16623
H -5.89486 -1.74347 4.83451
H -6.79274 -0.52371 5.76690
H -3.94577 0.93095 3.14205
C 2.38512 0.39273 -5.05279
N 2.53773 -0.88978 -5.72064
C 3.76739 -1.18744 -6.43245
C 1.56677 -1.82050 -5.70074
O 1.63269 -2.90995 -6.23921
H 2.47358 1.19828 -5.78647
H 3.16459 0.50769 -4.29749
H 1.41633 0.46068 -4.56791
H 3.55104 -1.38841 -7.48278
H 4.23890 -2.07463 -6.00744
H 4.44708 -0.34259 -6.35606
H 0.67551 -1.49858 -5.13407
*
```